No. 1
{"formula": "C4H8N2O", "method": "the ωB97M-V functional and the def2-TZVPD basis", "species": ["C", "C", "C", "N", "C", "N", "H", "H", "H", "H", "H", "H", "O", "H", "H"], "positions_angstrom": [[0.02822, -0.25987, 1.89363], [0.40979, 0.22933, 0.55480], [0.81725, 1.47878, 0.19745], [0.68358, 1.55597, -1.19145], [0.09507, 0.41800, -1.57925], [-0.01612, -0.43321, -0.57689], [-0.23654, 0.48855, 2.64590], [-0.78704, -0.97073, 1.76953], [0.78538, -0.76719, 2.50432], [1.38370, 2.21666, 0.73519], [1.01825, 2.25432, -1.83303], [0.11053, -0.01258, -2.57327], [-1.41531, -2.49234, -0.78326], [-0.66632, -1.72573, -0.73875], [-2.21043, -1.97996, -1.02494]], "forces_ev_per_a": [[0.363, -0.846, 1.581], [-0.925, 0.745, -0.187], [1.058, 0.170, -0.917], [-0.257, 0.030, 0.607], [1.363, -2.050, -0.138], [0.395, 1.691, 0.202], [-0.459, 0.462, -0.720], [-0.082, 0.067, 0.133], [0.362, -0.376, -0.759], [-0.353, 0.253, 0.152], [-0.049, 0.181, 0.282], [-0.486, 0.785, -0.242], [0.451, 1.053, -0.271], [-1.895, -1.681, 0.084], [0.513, -0.483, 0.194]], "mulliken_charge": [-1.076, 0.333, -0.380, -0.062, -0.351, -0.354, 0.331, 0.298, 0.263, 0.381, 0.206, 0.344, -0.782, 0.591, 0.261], "homo_ev": -9.30, "orbital_gap_ev": 9.91, "smiles": "Cc1c[nH]cn1.O", "total_charge": 0}

***

No. 2
{"formula": "C4H8N2O", "method": "the ωB97M-V functional and the def2-TZVPD basis", "species": ["C", "C", "C", "N", "C", "N", "H", "H", "H", "H", "H", "H", "O", "H", "H"], "positions_angstrom": [[0.90335, 1.42498, -0.38847], [-0.06170, 0.39481, 0.13540], [-1.41622, 0.38345, -0.08413], [-1.94334, -0.50705, 0.81507], [-0.91982, -0.85879, 1.67528], [0.20886, -0.35452, 1.24892], [1.76993, 1.51778, 0.25705], [0.39239, 2.38164, -0.48622], [1.23648, 1.15903, -1.39519], [-2.10116, 0.87080, -0.75865], [-2.86832, -0.48438, 1.18062], [-1.06318, -1.37360, 2.60845], [1.67979, -1.52039, -1.85114], [1.57827, -1.37341, -0.88896], [2.60468, -1.66035, -2.06802]], "forces_ev_per_a": [[-0.182, -0.628, -0.834], [-0.806, 1.435, 0.464], [-0.140, -0.529, -0.331], [0.854, -0.099, 1.736], [-0.031, 0.543, -1.277], [0.518, -0.479, 0.468], [-0.003, 0.005, 0.119], [0.089, 0.078, 0.183], [0.179, -0.003, 0.085], [0.370, 0.119, -0.222], [-0.761, -0.086, -0.323], [-0.071, -0.324, -0.120], [-0.468, 0.115, 0.370], [0.408, -0.180, -0.721], [0.043, 0.034, 0.402]], "mulliken_charge": [-1.130, 0.724, -0.690, -0.142, -0.259, -0.570, 0.324, 0.345, 0.313, 0.425, 0.251, 0.412, -0.663, 0.347, 0.314], "homo_ev": -8.61, "orbital_gap_ev": 9.54, "smiles": "Cc1c[nH]cn1.O", "total_charge": 0}

***

No. 3
{"formula": "C4H8N2O", "method": "the ωB97M-V functional and the def2-TZVPD basis", "species": ["C", "C", "C", "C", "N", "N", "O", "H", "H", "H", "H", "H", "H", "H", "H"], "positions_angstrom": [[2.27177, 0.26876, -0.12792], [2.13580, -0.97256, 0.14218], [-1.55866, 1.61092, 0.39590], [-0.98540, -1.19736, 0.03030], [-0.66820, 1.04198, -0.44369], [-0.28844, -0.18629, -0.73201], [2.50865, 1.31809, -0.52663], [2.97760, -1.55396, 0.09652], [1.24198, -1.56069, 0.52253], [-2.37180, 1.03790, 0.80575], [-1.85165, 2.60946, 0.25732], [-0.70455, -2.05743, -0.52431], [-0.47453, -1.10581, 1.03030], [-2.06561, -1.08258, -0.04337], [-0.16695, 1.82958, -0.88285]], "forces_ev_per_a": [[-0.164, -0.262, -0.653], [-2.684, -2.385, 1.793], [-0.201, -2.387, -0.629], [1.019, 1.684, -0.072], [-0.822, 0.902, 0.755], [-0.789, 2.771, -0.479], [0.093, 1.825, -0.177], [2.291, -1.117, -0.059], [1.496, 1.480, -0.745], [0.292, -0.631, 0.342], [0.559, 1.350, -0.348], [0.151, -1.318, 0.191], [-1.443, -0.696, -0.231], [-0.189, 0.004, 0.674], [0.391, -1.219, -0.362]], "mulliken_charge": [1.071, -1.024, -0.454, -1.039, 0.239, -0.660, -0.397, 0.320, 0.024, 0.211, 0.274, 0.371, 0.390, 0.385, 0.290], "homo_ev": -7.91, "orbital_gap_ev": 8.82, "total_charge": 0}

***

We obtain F_max values of 2.53; 1.94; 4.01 eV/A for the records listed above, in that order.
We obtain ΔE to the lowest compared entry with this formula, charge and spin values of 1.541; 1.180; 5.596 eV for the records listed above, in that order.